DFT (wB97M-V/def2-TZVPD) results for a structure of composition C37H69Br15O16S8 in a non-equilibrium geometry.

Element x y z (Å)
1 Br -1.979 -4.281 -2.847
2 Br -4.570 -1.641 0.629
3 Br 3.142 4.862 0.157
4 Br -5.223 -3.769 -3.908
5 Br -0.716 6.258 2.150
6 Br 3.804 1.928 -5.813
7 Br 2.114 4.284 -2.864
8 Br 1.519 -0.384 -5.587
9 Br -1.809 5.019 4.880
10 Br -5.820 -0.147 -1.902
11 Br -7.109 0.496 1.011
12 Br -0.213 3.039 2.670
13 Br 0.864 6.835 -1.190
14 Br 0.576 2.790 -6.015
15 Br -4.609 -4.758 -0.944
16 S -1.059 -3.512 2.083
17 S 4.943 0.689 -0.057
18 S 3.994 0.085 5.883
19 S -2.421 3.639 -2.193
20 S -2.407 -2.061 -7.066
21 S -1.123 0.011 -2.024
22 S -2.543 -0.179 5.158
23 S 3.862 -3.435 0.984
24 O -0.692 -2.122 2.303
25 O -0.984 -4.056 0.751
26 O -2.139 0.917 6.044
27 O -2.100 -1.545 5.390
28 O 4.511 -0.412 -0.953
29 O -2.153 -0.902 -2.490
30 O 5.250 -3.071 0.609
31 O -0.687 1.196 -2.743
32 O -3.693 -2.838 -7.035
33 O -1.096 3.613 -1.506
34 O 3.134 -2.840 2.128
35 O -1.159 -2.571 -7.609
36 O 5.134 0.918 5.913
37 O -3.569 2.858 -1.717
38 O 3.997 -1.084 6.742
39 O 4.033 1.099 0.969
40 C -0.012 0.565 0.334
41 C -2.066 0.186 -5.487
42 C 1.766 1.450 4.917
43 C -3.466 1.363 3.118
44 C 2.587 1.258 6.163
45 C -2.786 -0.443 -7.823
46 C 0.431 -1.000 -1.572
47 C 3.854 -5.326 0.968
48 C -3.875 -3.769 -2.402
49 C -5.426 0.102 -0.014
50 C -4.367 -0.186 4.937
51 C 6.602 0.207 0.742
52 C -0.354 -4.611 3.455
53 C 6.706 2.605 -0.143
54 C 2.043 0.089 4.095
55 C 0.941 -0.537 -0.183
56 C -2.310 6.049 -3.447
57 C -2.025 0.630 -6.995
58 C 1.597 4.947 -1.077
59 C -4.677 0.793 3.768
60 C 2.753 -4.669 -1.172
61 C -0.376 4.826 3.515
62 C -2.683 4.984 -4.546
63 C -2.903 5.451 -2.091
64 C 1.927 1.537 -5.219
65 C -2.825 -3.652 2.659
66 C -2.390 0.296 3.378
67 C -2.038 -1.371 -5.330
68 C -1.441 0.391 -0.246
69 C 3.496 -0.304 4.208
70 C 2.751 -3.345 -0.483
71 C 2.818 -5.696 -0.113
72 C -2.158 3.649 -4.036
73 C -2.815 -4.782 3.803
74 C 7.540 1.408 0.275
75 C 5.637 2.071 -1.015
76 C -1.495 -4.806 4.522
77 H 0.585 5.080 3.963
78 H 0.104 -2.031 -1.715
79 H -0.992 0.672 -7.341
80 H -4.670 0.888 -0.023
81 H 8.340 1.705 0.952
82 H -2.352 5.137 -5.573
83 H 4.858 -5.532 0.596
84 H -2.910 0.588 -4.925
85 H 2.181 2.329 4.423
86 H -1.166 0.629 -5.060
87 H -5.318 1.651 3.972
88 H 4.105 0.299 3.535
89 H -2.972 -1.714 -4.885
90 H -2.095 1.248 -0.088
91 H -1.416 -4.130 5.374
92 H -3.038 -2.648 3.028
93 H 0.647 -4.248 3.689
94 H -1.344 -5.729 5.082
95 H -2.846 -5.765 3.332
96 H 4.835 2.680 -1.432
97 H -4.852 -0.052 5.903
98 H -3.478 1.453 2.031
99 H 6.499 0.202 1.827
100 H -1.904 -0.508 0.160
101 H 1.972 -0.183 -0.163
102 H -1.058 -1.784 -5.092
103 H 1.362 -0.644 4.528
104 H 1.791 -3.124 -0.015
105 H -2.624 5.981 -1.180
106 H -2.364 1.655 -7.142
107 H 1.859 -4.879 -1.760
108 H 1.232 -0.860 -2.298
109 H -4.660 -1.160 4.545
110 H 0.820 4.302 -0.665
111 H -2.639 -0.639 2.877
112 H 1.876 0.271 3.033
113 H 0.730 1.585 5.228
114 H -2.802 7.009 -3.605
115 H 5.936 1.432 -1.845
116 H 1.852 -5.820 0.375
117 H 3.740 -5.745 1.968
118 H -3.669 -4.751 4.480
119 H 3.081 -6.635 -0.599
120 H 3.837 -1.325 4.042
121 H -1.069 3.687 -4.075
122 H -0.080 0.574 1.422
123 H -3.976 5.418 -2.279
124 H 7.337 3.309 -0.684
125 H 2.019 0.761 6.950
126 H -3.366 -3.852 1.734
127 H 8.123 1.087 -0.588
128 H -3.181 2.283 3.629
129 H -1.222 6.109 -3.425
130 H -3.862 -2.717 -2.119
131 H 6.825 -0.793 0.369
132 H 2.979 -2.518 -1.156
133 H -3.819 -0.239 -7.541
134 H 3.161 2.152 6.409
135 H -2.453 2.706 -4.494
136 H -0.212 -5.545 2.910
137 H -1.365 0.490 3.062
138 H 0.413 1.531 0.064
139 H -5.306 0.280 3.040
140 H 0.971 -1.311 0.584
141 H 1.772 1.579 -4.140
142 H -3.770 4.896 -4.557
143 H 3.568 -4.726 -1.894
144 H 6.192 3.074 0.697
145 H -2.716 -0.408 -8.910

Calculated values
* net charge: -1
* orbital gap (spin up / spin down): 0.09585 / 0.25981 Ha
* HOMO level (spin up / spin down): -1.83 / -6.29 eV
* E: -44450.5618 hartree
* relative energy (zero: lowest compared OMol25 entry of this formula, charge and spin): 10.4 kJ/mol
* 2S+1: 2

***

DFT (wB97M-V/def2-TZVPD) results for a structure of composition C53H49KN11O4Se in a non-equilibrium geometry.

Element x y z (Å)
1 Se 4.373 -5.107 3.267
2 K 0.848 0.301 0.497
3 O 3.255 -0.111 2.289
4 O -0.646 -1.689 2.131
5 O -4.754 -0.663 -4.196
6 O -0.017 1.830 2.811
7 N -2.023 -1.208 -6.492
8 N 0.035 -1.917 -6.978
9 N 0.244 -0.476 -2.049
10 N 3.460 -1.923 4.770
11 N -1.859 0.436 0.749
12 N -6.174 -1.595 1.842
13 N 3.663 1.014 -0.667
14 N -0.046 0.495 5.641
15 N 1.607 3.262 0.870
16 N -6.880 -1.424 0.820
17 N 3.231 -3.327 1.078
18 C 2.171 -2.141 4.120
19 C 4.069 -0.172 -0.448
20 C -4.545 0.709 0.714
21 C 3.671 -4.054 1.866
22 C -2.633 -2.028 -10.051
23 C 3.723 3.451 -0.328
24 C -6.333 -1.225 -0.469
25 C -0.054 5.292 5.003
26 C -2.395 1.450 0.135
27 C -6.996 -0.355 -1.280
28 C -1.890 -1.578 2.124
29 C -3.789 1.681 0.151
30 C -5.256 -2.018 -0.927
31 C 1.172 -0.815 -2.927
32 C 0.922 -1.138 -4.250
33 C 2.191 3.659 -0.395
34 C 5.113 -1.374 3.005
35 C -1.340 -2.451 -10.378
36 C 0.846 -0.116 4.677
37 C -5.142 0.379 -5.077
38 C -6.502 -0.104 -2.584
39 C -5.388 -0.788 -3.010
40 C -0.809 -1.422 -6.030
41 C 0.145 2.795 3.531
42 C 0.686 4.066 2.992
43 C -4.113 -2.387 2.678
44 C 8.265 -2.478 1.120
45 C 6.064 -1.297 0.395
46 C -0.396 -1.100 -4.661
47 C 0.516 5.242 3.699
48 C -3.982 -0.447 1.293
49 C -0.306 6.589 5.690
50 C -4.767 -1.741 -2.184
51 C -0.666 -2.024 -8.166
52 C -0.379 4.106 5.578
53 C -2.946 -1.585 -8.779
54 C 4.060 2.077 0.241
55 C -4.782 -1.457 1.900
56 C 1.269 4.194 1.647
57 C 1.024 -1.571 4.986
58 C -0.317 -2.453 -9.445
59 C 4.890 -0.665 0.673
60 C -2.595 -0.500 1.392
61 C 4.667 -1.797 4.243
62 C 6.388 -1.861 2.656
63 C -0.197 2.842 4.952
64 C 4.330 -0.655 2.027
65 C -1.026 -0.453 -2.457
66 C -1.954 -1.589 -7.816
67 C -1.402 -0.735 -3.767
68 C -2.751 -2.466 2.798
69 C 6.902 -1.875 1.399
70 C -0.393 1.741 5.789
71 H 1.941 4.685 -0.650
72 H -4.210 2.573 -0.260
73 H -1.123 -2.857 -11.367
74 H -4.393 0.393 -5.875
75 H 2.162 -1.720 3.148
76 H -4.769 -2.761 -0.331
77 H 1.772 2.983 -1.162
78 H -5.160 1.355 -4.563
79 H 0.096 -2.105 4.807
80 H 8.591 -3.127 1.950
81 H -4.712 -3.120 3.191
82 H -0.954 7.233 5.071
83 H -7.031 0.630 -3.208
84 H 6.936 -2.361 3.429
85 H 4.187 4.234 0.277
86 H 1.826 0.366 4.692
87 H 1.004 -2.168 -6.819
88 H 2.196 -0.845 -2.564
89 H -3.948 -2.308 -2.565
90 H 0.401 -0.078 3.689
91 H 4.129 3.524 -1.339
92 H 1.280 -1.702 6.057
93 H -0.780 4.140 6.582
94 H 1.395 5.225 1.324
95 H -3.962 -1.238 -8.540
96 H 3.446 -2.333 5.707
97 H -3.425 -2.021 -10.782
98 H -5.623 0.738 0.741
99 H 8.233 -3.036 0.177
100 H -0.781 6.521 6.664
101 H 5.135 1.997 0.400
102 H -1.759 -0.179 -1.704
103 H 0.702 -2.748 -9.692
104 H 3.776 -0.954 -1.158
105 H -0.300 -0.117 6.404
106 H -2.435 -0.686 -4.067
107 H -6.133 0.183 -5.528
108 H 2.017 -3.224 3.998
109 H 0.859 6.135 3.202
110 H -7.881 0.165 -0.960
111 H 0.636 7.143 5.860
112 H 5.466 -2.116 4.922
113 H -0.851 1.985 6.760
114 H -1.744 2.189 -0.326
115 H -2.306 -3.321 3.307
116 H 6.321 -1.410 -0.650
117 H 1.761 -1.359 -4.890
118 H 9.037 -1.687 0.997
119 H 3.619 1.924 1.221

Calculated values
* net charge: -1
* orbital gap: 0.20846 Ha
* HOMO level: -4.04 eV
* E: -5953.7483 hartree
* relative energy (zero: lowest compared OMol25 entry of this formula, charge and spin): 29.3 kJ/mol

***

DFT (wB97M-V/def2-TZVPD) results for the molecule C5H12N4 in a non-equilibrium geometry.

Element x y z (Å)
1 N 0.035 2.235 0.112
2 N -1.984 1.175 -0.352
3 N 2.158 0.458 0.892
4 N 2.081 -1.132 -0.727
5 C 0.000 -0.174 -0.100
6 C -1.745 -1.821 0.784
7 C -0.840 -1.429 -0.373
8 C 1.422 -0.254 0.093
9 C -0.639 1.040 -0.128
10 H -0.267 2.998 -0.444
11 H -2.492 0.368 -0.694
12 H 1.786 -1.285 -1.667
13 H -2.174 -2.807 0.521
14 H -1.468 -1.356 -1.296
15 H -2.650 -1.180 0.921
16 H 3.074 -1.096 -0.604
17 H -0.099 -2.248 -0.580
18 H 1.049 2.140 0.102
19 H -2.332 2.090 -0.634
20 H -1.189 -1.930 1.743
21 H 1.540 0.973 1.508

Calculated values
* SMILES: [H]/N=C(/N)C(CC)=C(N)N
* orbital gap: 0.30882 Ha
* HOMO level: -7.65 eV
* E: -416.7402 hartree
* relative energy (zero: lowest compared OMol25 entry of this formula, charge and spin): 13.8 kJ/mol

***

DFT (wB97M-V/def2-TZVPD) results for a cluster of 2 separate species, C2HClFN3 in total in a non-equilibrium geometry.

Element x y z (Å)
1 Cl 3.538 1.190 -0.517
2 F -2.681 -0.429 1.132
3 N -1.171 0.786 -0.406
4 N 1.330 -0.457 -0.393
5 N -1.367 -0.331 -0.903
6 C -1.427 -0.319 0.501
7 C 2.238 0.235 -0.476
8 H -0.460 -0.675 1.061

Calculated values
* SMILES: FC1N=N1.N#CCl
* orbital gap: 0.39160 Ha
* HOMO level: -10.40 eV
* E: -801.0139 hartree
* relative energy (zero: lowest compared OMol25 entry of this formula, charge and spin): 197.2 kJ/mol

***

DFT (wB97M-V/def2-TZVPD) results for the molecule C4H8N2 in a non-equilibrium geometry.

Element x y z (Å)
1 N -0.977 2.360 -0.748
2 N 0.017 -0.397 0.020
3 C 0.432 0.352 -0.973
4 C -0.011 1.748 -1.255
5 C 0.923 -1.324 0.688
6 C -1.277 -0.144 0.634
7 H -2.073 -0.581 0.025
8 H 0.410 -2.253 0.944
9 H -1.439 0.953 0.612
10 H 1.772 -1.542 0.036
11 H -1.297 -0.578 1.635
12 H 1.396 0.058 -1.391
13 H 1.295 -0.853 1.606
14 H 0.830 2.200 -1.834

Calculated values
* orbital gap (spin up / spin down): 0.29427 / 0.24213 Ha
* HOMO level (spin up / spin down): -7.78 / -6.56 eV
* E: -266.5918 hartree
* relative energy (zero: lowest compared OMol25 entry of this formula, charge and spin): 341.7 kJ/mol

***

DFT (wB97M-V/def2-TZVPD) results for a cluster of 3 separate species, C30H53N4O11P2 in total in a non-equilibrium geometry.

Element x y z (Å)
1 P -4.639 -5.912 0.679
2 P -0.752 -0.517 -2.618
3 O 3.375 2.239 6.836
4 O -4.790 -5.270 -0.836
5 O -2.393 -0.414 -2.684
6 O -3.142 -6.077 0.634
7 O -0.539 -0.223 -1.152
8 O -0.620 -0.618 -4.267
9 O -6.192 -5.445 1.038
10 O 3.347 1.879 4.715
11 O -0.577 -2.153 -2.495
12 O 2.785 7.100 -1.471
13 O -5.100 -7.466 0.392
14 N 3.004 2.210 1.884
15 N 5.270 0.781 -0.732
16 N 4.023 1.794 5.987
17 N 3.574 7.278 0.654
18 C -7.927 -6.664 -0.217
19 C -4.796 -8.459 1.368
20 C 1.012 3.102 2.417
21 C -5.610 -8.271 2.634
22 C -2.960 -4.932 -2.362
23 C 4.760 8.083 0.959
24 C -3.009 0.851 -2.456
25 C 4.950 0.635 2.160
26 C -1.027 -1.735 -5.069
27 C 3.326 3.392 2.698
28 C -2.732 1.823 -3.587
29 C 6.116 0.062 0.016
30 C -0.364 3.424 1.883
31 C 3.218 6.336 1.715
32 C 1.756 1.975 1.679
33 C 5.955 -0.021 1.419
34 C 3.591 6.694 -0.678
35 C 4.591 5.621 -1.174
36 C 4.330 1.420 -0.056
37 C -0.195 -3.345 -0.442
38 C -3.836 -4.310 -1.295
39 C 2.360 5.122 1.234
40 C 2.038 4.273 2.546
41 C -1.520 3.642 1.637
42 C 0.442 -2.706 -1.657
43 C 3.584 3.215 4.241
44 C -7.267 -5.339 0.099
45 C 6.112 7.291 1.157
46 C -2.512 -1.761 -5.362
47 C 4.076 1.420 1.329
48 H 4.850 0.575 3.250
49 H -0.496 -1.615 -6.016
50 H 6.689 -0.624 1.981
51 H -6.978 -4.815 -0.809
52 H -8.118 -7.234 0.693
53 H 4.222 5.131 -2.096
54 H 4.251 3.826 2.269
55 H 4.946 8.875 0.204
56 H 6.941 7.770 0.597
57 H -4.082 0.671 -2.382
58 H -5.034 -9.425 0.920
59 H -2.722 -2.473 -6.162
60 H -1.664 2.057 -3.652
61 H 2.926 3.917 4.800
62 H 5.558 6.097 -1.457
63 H 3.640 2.043 -0.665
64 H 1.320 1.145 1.096
65 H -3.238 -3.924 -0.469
66 H -3.024 1.397 -4.546
67 H -2.588 3.657 1.455
68 H -5.355 -7.328 3.130
69 H 1.800 5.034 3.306
70 H 4.072 5.957 2.324
71 H -3.725 -8.454 1.588
72 H -3.560 -5.218 -3.229
73 H 2.561 6.895 2.429
74 H 0.563 -3.730 0.243
75 H -8.875 -6.495 -0.732
76 H -0.825 -2.635 0.097
77 H 1.444 5.421 0.693
78 H 2.978 4.442 0.606
79 H 1.172 -1.948 -1.369
80 H 6.045 6.203 0.984
81 H 4.821 4.860 -0.402
82 H -0.842 -4.170 -0.744
83 H -6.676 -8.235 2.410
84 H -2.678 1.262 -1.498
85 H -2.187 -4.232 -2.688
86 H -2.869 -0.776 -5.666
87 H 0.972 -3.463 -2.240
88 H 6.401 7.408 2.229
89 H -2.478 -5.842 -2.001
90 H -3.086 -2.070 -4.489
91 H 4.624 3.527 4.500
92 H -8.008 -4.698 0.583
93 H 0.809 2.794 3.472
94 H -4.392 -3.468 -1.716
95 H -0.688 -2.686 -4.664
96 H 6.935 -0.460 -0.505
97 H 4.553 8.634 1.904
98 H -7.303 -7.274 -0.869
99 H -5.424 -9.086 3.336
100 H -3.278 2.756 -3.435

Calculated values
* net charge: +1
* orbital gap: 0.25372 Ha
* HOMO level: -11.23 eV
* E: -2903.7884 hartree

***

DFT (wB97M-V/def2-TZVPD) results for a structure of composition C5H3NiO3 in a non-equilibrium geometry.

Element x y z (Å)
1 Ni 2.204 2.361 -0.699
2 O 2.877 1.250 0.860
3 O 0.860 1.137 -0.326
4 O -1.232 -3.504 0.181
5 C -0.705 -1.098 0.248
6 C 2.083 0.405 1.056
7 C -1.327 0.242 0.175
8 C -0.150 0.390 -0.722
9 C -0.965 -2.375 0.233
10 H -1.240 0.794 1.125
11 H -0.122 0.087 -1.775
12 H -2.284 0.312 -0.355

Calculated values
* net charge: +2
* orbital gap (spin up / spin down): 0.29788 / 0.21203 Ha
* HOMO level (spin up / spin down): -18.93 / -18.47 eV
* E: -1925.3949 hartree
* relative energy (zero: lowest compared OMol25 entry of this formula, charge and spin): 155.2 kJ/mol
* 2S+1: 4

***

DFT (wB97M-V/def2-TZVPD) results for a cluster of 2 separate species, C4H8N2O5 in total in a non-equilibrium geometry.

Element x y z (Å)
1 O -0.942 1.426 -1.236
2 O 1.632 1.037 -0.803
3 O 3.343 0.901 0.718
4 O -1.645 -1.903 -0.240
5 O 0.853 -2.651 -0.346
6 N -0.568 -0.904 0.031
7 N 1.851 -0.751 0.516
8 C 2.224 0.496 0.073
9 C -2.286 0.710 0.763
10 C -0.851 0.361 0.536
11 C 0.672 -1.463 0.021
12 H 2.391 -1.436 1.030
13 H 0.042 1.532 -1.308
14 H -2.312 1.793 0.981
15 H 3.521 1.833 0.525
16 H -2.784 0.143 1.517
17 H -1.142 0.966 -1.968
18 H -1.186 -2.721 -0.583
19 H -2.815 0.632 -0.227

Calculated values
* orbital gap (spin up / spin down): 0.24080 / 0.32213 Ha
* HOMO level (spin up / spin down): -6.10 / -9.97 eV
* E: -642.7281 hartree
* relative energy (zero: lowest compared OMol25 entry of this formula, charge and spin): 0.0 kJ/mol
* 2S+1: 3